Model w:
C9H10N2 | ωB97M-V with the def2-TZVPD basis set

- Orbital gap (alpha / beta): 8.4 / 6.2 eV
- LUMO energy (alpha / beta): -0.0218 / -0.0825 hartree
- Total charge: 0

Structure (XYZ):
```
21
C9H10N2 | the OMol25 dataset | ωB97M-V with the def2-TZVPD basis set
C 0.588 0.164 -1.413
C 0.357 3.052 0.580
C 0.248 2.029 1.486
C 0.247 0.745 1.141
C 0.421 1.060 -0.262
C -1.412 -0.922 1.768
C 0.196 -2.049 -2.406
C -0.024 -0.468 2.005
C 0.713 -1.333 -1.400
N 0.641 0.697 -2.575
N 0.523 2.360 -0.522
H 0.348 4.079 0.543
H -2.042 -0.189 2.030
H -1.622 -1.874 2.480
H -1.761 -1.224 0.686
H 0.630 1.727 -2.477
H -0.460 -1.699 -3.262
H 0.282 -3.115 -2.626
H 0.711 -1.122 1.707
H 0.253 -0.043 3.083
H 1.162 -1.876 -0.566
```

Model x:
C9H10N2 | ωB97M-V with the def2-TZVPD basis set

- SMILES: N#C[C@]12[C@@H]3CC=C[C@H]1N2CC3
- Orbital gap: 10.1 eV
- LUMO energy: 0.0289 hartree
- Total charge: 0

Structure (XYZ):
```
21
C9H10N2 | the OMol25 dataset | ωB97M-V with the def2-TZVPD basis set
C -3.056 0.280 0.162
C 0.722 1.491 -0.499
C 0.123 1.097 -1.581
C 0.161 1.328 0.918
C 0.055 -1.281 0.935
C -0.147 -1.743 -0.615
C -1.166 0.327 -1.539
C -0.763 0.072 1.023
C -1.680 -0.044 -0.188
N -4.119 0.496 0.532
N -1.333 -1.063 -1.065
H 1.716 1.886 -0.410
H 0.409 1.386 -2.572
H 1.057 0.979 1.562
H -0.372 2.209 1.356
H -0.443 -2.044 1.578
H 1.109 -1.205 1.194
H 0.634 -1.391 -1.222
H -0.169 -2.762 -0.770
H -1.889 0.699 -2.158
H -1.409 0.216 1.956
```

Which is most stable? The ranking, best first, is model x, model w.

Model w:
C2H13N2O2 | ωB97M-V with the def2-TZVPD basis set

- Orbital gap: 10.4 eV
- LUMO energy: -0.1155 hartree
- Total charge: +1

Structure (XYZ):
```
19
C2H13N2O2 | the OMol25 dataset | ωB97M-V with the def2-TZVPD basis set
C -0.486 -0.286 -2.395
N -1.790 -0.556 -1.733
C 0.540 0.099 -1.100
N 0.081 -0.633 0.134
H -0.506 0.435 -3.090
H -0.225 -1.073 -2.946
H -2.350 0.208 -1.965
H -2.115 -1.578 -1.507
H 0.556 1.205 -1.018
H 1.652 0.024 -1.277
H -1.070 -0.612 0.239
H 0.535 -1.517 0.175
H 0.449 -0.097 0.947
H 1.551 1.667 2.188
H 2.234 2.387 0.942
O 2.192 1.585 1.395
H -0.607 -1.177 3.264
H -0.897 0.370 3.334
O -0.637 -0.435 2.715
```

Model x:
C2H13N2O2 | ωB97M-V with the def2-TZVPD basis set

- Orbital gap: 11.4 eV
- LUMO energy: -0.1026 hartree
- Total charge: +1

Structure (XYZ):
```
19
C2H13N2O2 | the OMol25 dataset | ωB97M-V with the def2-TZVPD basis set
C 1.208 -0.900 1.272
N 0.198 -0.186 2.073
C 0.431 -1.331 -0.039
N -0.306 -0.094 -0.551
H 2.119 -0.282 1.282
H 1.551 -1.977 1.521
H 0.645 0.021 2.985
H -0.530 -0.873 2.216
H 1.076 -1.660 -0.879
H -0.263 -2.145 0.145
H -1.179 -0.260 -1.109
H 0.350 0.473 -1.091
H -0.640 0.257 0.379
H 2.521 2.263 -1.511
H 1.693 2.613 -2.681
O 1.611 2.161 -1.834
H -3.952 -0.025 -0.950
H -3.339 1.470 -0.632
O -3.196 0.475 -0.596
```

Which is most stable? The ranking, best first, is model x, model w.

Model w:
C2H13N2O2 | ωB97M-V with the def2-TZVPD basis set

- Orbital gap: 11.4 eV
- LUMO energy: -0.1081 hartree
- Total charge: +1

Structure (XYZ):
```
19
C2H13N2O2 | the OMol25 dataset | ωB97M-V with the def2-TZVPD basis set
C -0.877 0.914 -0.397
N -0.378 0.564 -1.748
C 0.030 0.251 0.666
N 0.533 -1.024 0.067
H -1.909 0.559 -0.312
H -0.922 1.999 -0.314
H -1.161 0.558 -2.388
H 0.238 1.281 -2.113
H -0.557 -0.047 1.531
H 0.812 0.986 0.833
H 1.464 -1.249 0.420
H -0.066 -1.787 0.362
H 0.588 -0.847 -0.960
H -2.406 -1.625 2.137
H -2.941 -2.265 0.915
O -2.422 -1.492 1.178
H 3.255 0.726 -0.666
H 3.630 1.631 0.513
O 3.087 0.868 0.272
```

Model x:
C2H13N2O2 | ωB97M-V with the def2-TZVPD basis set

- Orbital gap: 11.2 eV
- LUMO energy: -0.1091 hartree
- Total charge: +1

Structure (XYZ):
```
19
C2H13N2O2 | the OMol25 dataset | ωB97M-V with the def2-TZVPD basis set
N -0.228 -0.248 -0.089
C 0.675 -0.871 -1.134
C 2.125 -0.895 -0.624
N 2.225 -0.441 0.775
H -0.197 0.760 -0.228
H -1.224 -0.505 -0.077
H 0.207 -0.365 0.843
H 0.249 -1.835 -1.381
H 0.547 -0.178 -1.951
H 2.648 -1.828 -0.792
H 2.647 -0.140 -1.213
H 2.638 -1.171 1.330
H 2.757 0.413 0.811
H -3.111 -1.279 0.892
H -3.569 0.164 0.081
O -3.030 -0.615 0.208
H -0.943 3.493 0.166
H -0.649 2.471 1.304
O -1.072 2.577 0.448
```

Which is most stable? The ranking, best first, is model w, model x.

Model w:
C44H39BrF5N4O2P2TeTi | ωB97M-V with the def2-TZVPD basis set

- Orbital gap: 7.6 eV
- LUMO energy: 0.0729 hartree
- Total charge: -1

Structure (XYZ):
```
99
C44H39BrF5N4O2P2TeTi | the OMol25 dataset | ωB97M-V with the def2-TZVPD basis set
Ti 1.263 0.727 -1.149
N -0.904 -1.541 1.057
P 0.595 -0.702 1.429
C 0.451 -0.499 3.252
C -0.372 -1.285 4.053
C -0.411 -1.092 5.429
C 0.372 -0.110 6.022
C 1.213 0.665 5.234
C 1.253 0.468 3.860
C 1.845 -2.051 1.552
C 3.173 -1.758 1.253
C 4.138 -2.757 1.329
C 3.784 -4.043 1.711
C 2.461 -4.331 2.030
C 1.499 -3.337 1.953
P -1.715 -0.812 -0.309
C -3.427 -0.650 0.376
C -4.222 0.404 -0.070
C -5.523 0.563 0.396
C -6.043 -0.332 1.319
C -5.263 -1.396 1.762
C -3.967 -1.556 1.290
C -2.161 -2.192 -1.439
C -2.618 -1.809 -2.698
C -3.035 -2.766 -3.617
C -2.990 -4.114 -3.283
C -2.534 -4.499 -2.028
C -2.125 -3.542 -1.111
H -1.519 -1.529 1.862
H -0.984 -2.072 3.625
H -1.054 -1.717 6.038
H 0.333 0.042 7.094
H 1.834 1.430 5.685
H 1.926 1.066 3.256
H 3.457 -0.765 0.923
H 5.163 -2.525 1.065
H 4.532 -4.827 1.743
H 2.180 -5.335 2.330
H 0.460 -3.572 2.173
H -3.818 1.106 -0.793
H -6.124 1.395 0.044
H -7.052 -0.204 1.695
H -5.669 -2.108 2.472
H -3.389 -2.415 1.620
H -2.637 -0.755 -2.965
H -3.379 -2.457 -4.597
H -3.304 -4.862 -4.001
H -2.489 -5.550 -1.767
H -1.760 -3.848 -0.133
N -0.576 -0.127 -4.737
C 0.059 0.877 -4.071
O 0.136 0.687 -2.815
C 0.508 1.980 -4.810
C 0.352 1.907 -6.227
N 0.208 1.776 -7.367
C 1.198 3.117 -4.296
N 1.707 4.079 -3.921
H -0.491 -0.175 -5.739
H -0.631 -0.998 -4.235
Br 3.201 -5.442 -3.553
C 2.612 -3.791 -2.811
C 1.580 -3.787 -1.892
C 1.172 -2.572 -1.349
C 1.753 -1.341 -1.665
C 2.795 -1.415 -2.611
C 3.226 -2.610 -3.181
H 1.100 -4.712 -1.594
H 0.375 -2.642 -0.620
H 3.323 -0.526 -2.913
H 4.030 -2.608 -3.905
C -2.017 3.853 -0.053
C -0.864 3.063 0.581
C -1.430 2.227 1.732
C -0.300 2.143 -0.524
C 0.207 4.002 1.125
C 0.126 5.387 1.004
C 1.144 6.210 1.479
C 2.263 5.663 2.089
C 2.346 4.282 2.239
C 1.326 3.473 1.764
H -2.781 3.155 -0.401
H -1.674 4.434 -0.912
H -2.486 4.528 0.668
H -2.175 1.519 1.367
H -1.921 2.879 2.460
H -0.651 1.674 2.253
H -1.120 1.942 -1.202
H -0.724 5.848 0.522
H 1.060 7.284 1.359
H 3.068 6.300 2.435
H 3.211 3.833 2.715
H 1.408 2.401 1.858
F 4.541 3.034 0.532
Te 3.432 2.758 -0.936
F 2.591 1.328 -2.426
F 4.541 1.238 -1.067
F 0.564 2.995 -1.337
F 4.849 3.362 -2.025
O 2.386 1.356 0.040
```

Model x:
C44H39BrF5N4O2P2TeTi | ωB97M-V with the def2-TZVPD basis set

- Orbital gap: 8.2 eV
- LUMO energy: 0.0783 hartree
- Total charge: -1

Structure (XYZ):
```
99
C44H39BrF5N4O2P2TeTi | the OMol25 dataset | ωB97M-V with the def2-TZVPD basis set
Ti -1.746 -0.161 2.505
N -0.581 -0.206 -2.156
P -0.966 0.903 -0.902
C -2.516 1.571 -1.614
C -3.525 0.663 -1.941
C -4.770 1.110 -2.353
C -5.025 2.474 -2.443
C -4.026 3.381 -2.129
C -2.778 2.933 -1.716
C 0.160 2.320 -1.232
C 0.521 2.734 -2.513
C 1.404 3.784 -2.691
C 1.933 4.442 -1.587
C 1.577 4.044 -0.308
C 0.697 2.982 -0.132
P 0.779 -1.221 -1.926
C 2.036 -0.302 -2.934
C 2.966 0.477 -2.252
C 3.851 1.298 -2.938
C 3.814 1.349 -4.322
C 2.893 0.574 -5.017
C 2.016 -0.249 -4.327
C 0.437 -2.572 -3.108
C 1.498 -3.419 -3.434
C 1.316 -4.473 -4.312
C 0.061 -4.705 -4.864
C -1.001 -3.883 -4.526
C -0.816 -2.821 -3.648
H -0.772 0.085 -3.110
H -3.329 -0.399 -1.864
H -5.545 0.393 -2.591
H -6.000 2.825 -2.755
H -4.215 4.446 -2.201
H -2.006 3.650 -1.461
H 0.117 2.223 -3.380
H 1.687 4.088 -3.691
H 2.624 5.264 -1.727
H 1.982 4.556 0.556
H 0.419 2.662 0.866
H 2.983 0.456 -1.169
H 4.559 1.904 -2.389
H 4.500 1.991 -4.861
H 2.862 0.607 -6.099
H 1.306 -0.857 -4.877
H 2.478 -3.241 -3.004
H 2.149 -5.119 -4.560
H -0.088 -5.535 -5.543
H -1.988 -4.075 -4.928
H -1.661 -2.215 -3.352
N -5.196 -0.098 2.014
C -4.360 -0.786 1.204
O -3.126 -0.407 1.142
C -4.838 -1.834 0.406
C -6.196 -2.210 0.498
N -7.319 -2.452 0.614
C -3.981 -2.460 -0.525
N -3.281 -2.954 -1.297
H -4.746 0.297 2.830
H -6.113 -0.490 2.158
Br -1.624 6.644 2.192
C -1.711 4.745 2.311
C -2.670 4.062 1.588
C -2.706 2.673 1.664
C -1.802 1.953 2.448
C -0.870 2.691 3.186
C -0.810 4.077 3.123
H -3.372 4.598 0.963
H -3.450 2.150 1.073
H -0.171 2.177 3.835
H -0.076 4.631 3.694
C 2.297 0.242 3.623
C 2.262 -1.035 2.782
C 2.735 -0.659 1.367
C 0.809 -1.545 2.635
C 3.170 -2.143 3.304
C 3.985 -1.968 4.418
C 4.843 -2.971 4.844
C 4.899 -4.179 4.168
C 4.088 -4.372 3.059
C 3.240 -3.363 2.633
H 2.006 0.069 4.657
H 3.298 0.679 3.603
H 1.608 0.963 3.184
H 2.128 0.164 0.986
H 2.644 -1.493 0.671
H 3.782 -0.350 1.409
H 0.795 -2.467 2.043
H 3.940 -1.045 4.978
H 5.462 -2.808 5.718
H 5.563 -4.966 4.505
H 4.112 -5.313 2.524
H 2.620 -3.539 1.762
F 1.233 -1.908 5.640
Te -0.239 -2.267 4.422
F -3.108 -0.418 3.728
F -0.788 -0.124 4.273
F -1.653 -2.300 2.839
F 0.410 -4.028 4.023
O 0.004 -0.597 2.039
```

Which is most stable? The ranking, best first, is model x, model w.